No. 1
ORCA calculation (ωB97M-V/def2-TZVPD) on a structure of composition C13H16EuNO2PS in a non-equilibrium geometry.

The geometry in XYZ format:
```
35
Properties=species:S:1:pos:R:3:forces:R:3
Eu -1.111 0.900 3.180 -3.238 1.515 5.015
S -2.481 -3.048 1.187 -0.296 0.982 -0.360
P -3.794 -2.184 0.005 -0.061 -1.953 1.291
O -3.663 -0.225 3.050 1.712 0.692 -5.788
O -5.815 0.928 -0.536 4.610 -2.450 1.469
N -4.533 -0.738 0.774 -0.005 0.625 0.719
C 3.617 -0.411 -0.434 -0.349 -0.726 0.031
C -0.975 1.595 -1.688 -2.434 -1.497 2.555
C -3.234 0.801 -0.522 3.170 0.792 0.903
C -3.540 -0.209 1.771 -0.016 -0.704 1.244
C -2.417 0.381 0.772 0.897 1.223 -1.978
C -2.562 1.430 -1.755 2.858 -1.086 3.561
C -0.825 0.539 0.867 -2.418 1.548 -4.924
C -0.124 1.147 -0.405 -2.004 -0.017 -0.034
C -4.746 0.417 -0.179 -1.232 1.613 -1.388
C 4.405 0.934 -0.067 0.838 -0.676 -0.701
C 2.034 -0.225 -0.689 -0.203 0.355 0.322
C 3.792 -1.585 0.669 0.954 -0.285 -0.631
C 1.480 1.262 -0.343 -1.196 -0.550 0.247
H -3.191 1.738 -2.650 1.073 -0.425 1.268
H -4.851 -3.149 -0.177 0.244 1.201 -0.213
H 4.204 1.319 0.989 0.084 -0.453 -1.507
H 4.758 -2.160 0.403 -1.481 0.896 0.613
H 5.530 0.672 -0.118 -1.773 0.488 0.209
H -0.453 2.031 -2.616 -0.715 -0.786 1.801
H 3.933 -1.190 1.733 -0.419 -0.467 -1.423
H -0.256 0.199 1.817 1.094 -1.255 -5.507
H 2.942 -2.367 0.610 1.306 1.375 0.160
H 4.252 1.744 -0.879 0.113 -1.209 1.486
H 1.762 -0.499 -1.765 0.317 0.554 1.424
H -3.270 -1.901 -1.297 -0.597 0.518 0.481
H 1.901 2.079 -1.015 -0.814 -1.188 0.733
H 1.448 -0.956 -0.018 0.875 1.057 -1.006
H 4.050 -0.843 -1.415 -0.654 0.895 1.566
H 1.736 1.570 0.741 -0.239 -0.600 -1.640
```
Positions in Å, forces in eV/Å.

Its electronic energy is -58753.256 eV. The value obtained for the maximum force is 0.120 hartree/bohr. The LUMO energy (spin up / spin down) is -8.810 / -8.718 eV. For the gap between HOMO and LUMO (spin up / spin down), the calculation gives 0.227 / 0.230 Ha. Its multiplicity is 8. As for the charge: +2.

No. 2
ORCA calculation (ωB97M-V/def2-TZVPD) on a structure of composition C20H13ClF6N8O10RuS2 in a non-equilibrium geometry.

The geometry in XYZ format:
```
61
Properties=species:S:1:pos:R:3:forces:R:3
Ru 8.745 8.135 12.522 -0.041 -1.086 0.347
Cl 8.215 9.359 18.891 -0.317 -0.239 -1.454
S 10.886 5.516 12.828 -0.390 0.297 0.237
S 12.305 9.659 9.298 -1.307 -0.768 -0.450
F 10.312 3.607 8.196 -0.352 0.290 0.102
F 14.321 8.251 10.590 -0.632 0.573 -0.032
F 12.634 8.894 11.839 0.761 0.229 -0.453
F 12.352 2.989 7.928 -0.190 0.929 0.378
F 14.094 10.352 11.072 0.164 0.172 0.345
F 11.828 5.134 7.855 0.051 -0.054 -0.050
O 8.616 6.332 9.792 -0.103 -0.271 0.215
O 11.366 10.570 10.051 0.552 -0.420 -0.527
O 10.292 6.991 12.753 0.382 -0.122 0.178
O 6.287 11.587 17.920 0.028 -0.016 0.105
O 5.173 6.507 11.896 -4.129 -0.496 -0.950
O 7.210 9.429 12.666 0.791 -0.747 -0.556
O 5.466 11.868 15.902 0.172 -0.429 -0.858
O 11.632 8.342 8.924 0.972 1.308 0.730
O 5.837 10.751 13.659 -1.138 1.316 0.021
O 9.772 4.598 12.977 0.157 -0.089 -0.002
N 7.435 6.649 12.465 0.947 0.662 0.231
N 10.294 10.783 13.512 0.562 1.228 0.614
N 11.719 5.509 14.475 -0.899 0.456 -1.047
N 8.654 8.582 10.264 -0.066 -0.795 -0.618
N 8.068 8.479 15.087 0.207 -0.442 0.436
N 8.767 7.745 8.003 -0.312 -0.950 0.990
N 8.547 10.860 10.525 0.036 0.647 0.274
N 8.409 8.272 16.376 -0.220 0.615 0.517
C 6.236 11.240 16.763 0.286 -0.105 0.872
C 7.287 9.524 15.072 -0.427 0.304 -1.251
C 9.021 8.991 7.534 -0.088 -0.425 0.990
C 10.820 5.659 15.540 -0.453 -0.052 0.849
C 9.076 6.233 17.673 -0.551 -1.083 0.280
C 8.672 7.471 9.400 0.688 1.171 -0.567
C 6.260 6.579 12.191 3.840 0.628 0.740
C 9.086 10.030 8.365 -0.473 -0.573 0.855
C 7.858 9.242 17.185 -0.267 -0.063 -0.477
C 10.155 6.892 15.650 0.531 -2.593 0.814
C 6.749 9.964 13.729 0.246 -0.760 0.987
C 13.402 9.254 10.776 -0.466 -1.199 0.360
C 9.865 9.783 13.163 -0.771 -1.632 -0.909
C 7.063 10.052 16.339 0.269 0.293 1.149
C 10.565 4.662 16.519 0.329 0.276 -0.436
C 11.553 3.982 8.401 0.488 -1.136 -0.388
C 9.736 4.990 17.586 0.334 0.757 -0.023
C 8.693 6.566 7.131 0.860 0.946 -0.350
C 8.803 9.803 9.760 -0.319 -0.043 -0.181
C 9.210 7.104 16.611 0.007 0.431 0.670
H 9.698 6.163 6.924 -0.384 0.175 0.123
H 8.270 10.806 11.503 0.289 -0.321 -0.554
H 9.168 9.108 6.495 0.114 -0.088 -0.956
H 5.543 11.473 14.959 -0.047 0.176 0.717
H 8.225 6.886 6.203 -0.021 -0.112 -0.145
H 11.064 3.666 16.482 -0.451 0.939 -0.080
H 9.063 11.680 10.264 0.069 0.278 0.053
H 12.065 4.561 14.430 0.349 -0.285 0.212
H 9.649 4.293 18.405 -0.207 -0.114 0.069
H 10.403 7.654 15.020 0.541 1.756 -1.741
H 9.254 11.005 8.012 0.229 0.993 -0.269
H 8.104 5.818 7.612 -0.352 -0.433 0.270
H 8.417 6.413 18.524 0.123 0.093 -0.404
```
Positions in Å, forces in eV/Å.

Its electronic energy is -106425.660 eV. The value obtained for the maximum force is 0.083 hartree/bohr. The value obtained for the energy above the lowest of the compared OMol25 structures with the same formula, charge and spin is 298.4 kJ/mol. The LUMO energy (spin up / spin down) is 1.210 / -0.603 eV. For the gap between HOMO and LUMO (spin up / spin down), the calculation gives 0.237 / 0.170 Ha. Its multiplicity is 6. As for the charge: -1.

No. 3
ORCA calculation (ωB97M-V/def2-TZVPD) on a cluster of 2 separate species, C2H3F2P in total in a non-equilibrium geometry.

The geometry in XYZ format:
```
8
Properties=species:S:1:pos:R:3:forces:R:3
P -0.920 -1.084 0.523 -2.562 2.007 -0.496
F 1.595 -0.293 1.056 2.445 -2.196 1.295
F 0.441 1.396 0.998 -1.457 0.556 -0.250
C 0.440 0.099 0.607 0.392 1.775 -0.966
C 0.209 -0.287 -0.790 -2.409 1.398 1.417
H -0.435 0.424 -1.248 -0.117 0.474 -0.695
H -2.264 0.419 0.269 2.252 -2.705 0.524
H 0.934 -0.674 -1.414 1.455 -1.307 -0.829
```
Positions in Å, forces in eV/Å.

Its electronic energy is -16842.803 eV. The value obtained for the maximum force is 0.069 hartree/bohr. The value obtained for the energy above the lowest of the compared OMol25 structures with the same formula, charge and spin is 382.5 kJ/mol. The LUMO energy is -0.540 eV. For the gap between HOMO and LUMO, the calculation gives 0.352 Ha. As for the charge: 0.

No. 4
ORCA calculation (ωB97M-V/def2-TZVPD) on a cluster of 2 separate species, C2HOS2 in total in a non-equilibrium geometry.

The geometry in XYZ format:
```
6
Properties=species:S:1:pos:R:3:forces:R:3
S -1.230 -1.770 -0.418 0.946 0.565 -0.303
S 2.888 -0.953 0.590 1.447 -1.376 2.013
O 2.581 0.926 -1.255 -0.666 -1.174 0.053
C 2.445 -0.043 -0.586 -0.562 2.512 -1.581
C 0.387 -1.398 -0.614 0.146 -1.666 1.065
H 1.061 -2.180 -0.011 -1.311 1.138 -1.246
```
Positions in Å, forces in eV/Å.

Its electronic energy is -25806.685 eV. The value obtained for the maximum force is 0.059 hartree/bohr. The value obtained for the energy above the lowest of the compared OMol25 structures with the same formula, charge and spin is 206.0 kJ/mol. The LUMO energy is 3.431 eV. For the gap between HOMO and LUMO, the calculation gives 0.220 Ha. As for the charge: -1.